No. 1
{"formula": "C30H46BrIN2O7S", "method": "the ωB97M-V functional and the def2-TZVPD basis", "total_charge": 0, "de_lowest_kj_mol": 0.0, "largest_force_ev_per_a": 0.63, "energy_ev": -138147.6139, "orbital_gap_ev": 8.1, "homo_ev": -8.559, "elements": ["C", "H", "C", "O", "H", "H", "C", "C", "C", "H", "H", "H", "C", "C", "H", "C", "C", "C", "C", "H", "H", "H", "H", "C", "C", "C", "H", "C", "C", "C", "H", "H", "O", "H", "C", "C", "H", "S", "H", "H", "H", "O", "C", "C", "I", "H", "O", "H", "N", "O", "C", "C", "O", "C", "H", "H", "H", "C", "H", "C", "H", "H", "H", "H", "Br", "H", "C", "H", "H", "H", "O", "H", "H", "C", "H", "C", "H", "H", "H", "N", "H", "H", "C", "H", "H", "H", "H", "H"], "xyz": [[3.417989, 2.605249, 0.634101], [-4.897498, 7.014428, 2.533210], [0.081972, 2.446291, -0.969664], [3.321201, 2.878098, -0.753159], [-4.733979, -6.327991, -5.327410], [-0.804990, 3.786497, 1.424538], [-5.819515, 6.771276, 3.055215], [0.993761, -0.398477, 0.864499], [0.815065, -0.405495, 2.273877], [-0.433738, 2.072729, 1.800426], [3.504822, 3.281151, 2.825267], [3.180411, 3.538594, 1.147431], [1.784166, 0.566067, 0.319051], [-3.095187, -5.613391, -6.496682], [-1.559919, -4.984356, -7.842432], [4.242371, 3.744584, -1.278638], [-5.735894, 5.367598, 3.604235], [0.290706, -1.473403, 0.076548], [1.496406, 0.532416, 3.092217], [5.188795, 0.348827, 5.354049], [1.679573, -0.385738, -1.592844], [2.926215, 0.792758, -1.465585], [-3.191739, -4.990211, -8.545508], [0.986672, 1.645505, -1.894572], [-2.505550, -5.519263, -7.882579], [1.896514, 0.595909, -1.189656], [0.067858, -3.682519, 1.774443], [-1.291893, -6.618419, -2.677529], [-2.215449, 2.829948, 2.730294], [3.142093, 2.448068, 3.409918], [0.618721, 2.835618, -0.107829], [0.384015, 1.166356, -2.663519], [-1.524241, 0.669956, -0.982204], [0.462627, -3.430191, -0.714835], [-1.163457, 1.719825, -0.524160], [0.030369, -5.905596, -2.810089], [-2.339496, -6.519036, -8.286928], [0.203748, -0.838513, 4.507846], [-3.069525, 3.464179, 2.508843], [0.104093, -1.147580, -0.938400], [-2.043548, -6.110518, -3.283829], [-4.754543, 4.681536, 3.443682], [2.361551, 1.507536, 2.530786], [-6.938818, 4.862299, 4.363278], [1.926961, 3.499587, 4.854946], [-1.715803, 3.255050, 3.603411], [-2.535474, -5.138091, -5.536320], [3.581418, 0.909543, 5.848341], [0.036287, -1.241198, 2.966120], [-1.926337, 2.371522, 0.392059], [1.048742, -3.639145, 1.305646], [4.388844, 1.846649, 4.065158], [3.866255, 4.714059, -1.880192], [0.618796, -5.808667, -4.194950], [5.935524, 2.726113, -0.336379], [-1.599820, -6.615486, -1.634241], [1.747622, -3.203806, 2.019552], [5.697334, 3.373281, -1.175484], [4.439710, 2.342558, 0.918712], [4.206602, 0.658817, 4.995798], [-0.659722, -1.657352, 0.579161], [-5.973638, 7.482338, 3.868369], [-2.549298, 1.826978, 2.989398], [-6.754747, 3.846483, 4.703692], [2.810534, -2.721114, -0.692821], [4.876127, 2.659269, 4.605753], [-1.224907, 2.795013, 1.596591], [1.391323, -4.648893, 1.088071], [-6.659247, 6.852766, 2.363343], [-4.321517, -7.358086, -6.716458], [0.593840, -5.428664, -1.851342], [-1.197454, -7.649613, -3.022931], [1.613241, 2.368691, -2.411573], [2.480584, 1.527313, 1.163144], [-7.134250, 5.503269, 5.224420], [0.994544, -2.837700, 0.023420], [6.265345, 4.293026, -1.069684], [-5.173629, -5.829161, -6.975133], [5.999481, 2.857321, -2.084568], [1.232446, 0.368251, 4.393141], [0.788723, -6.807880, -4.600385], [5.055096, 1.552908, 3.247552], [-4.417647, -6.328697, -6.367536], [3.795357, -0.197757, 4.464413], [-0.283185, 3.332600, -1.499073], [-7.819272, 4.874119, 3.718959], [1.564654, -5.273756, -4.146108], [-0.072178, -5.275059, -4.849697]], "atomic_forces_ev_per_a": [[-0.0364, -0.0048, 0.1040], [0.0022, -0.0042, -0.0003], [-0.1650, 0.1006, -0.3085], [0.1003, 0.0730, -0.0291], [0.0003, 0.0030, 0.0009], [0.1533, 0.0141, 0.0227], [0.1484, -0.0455, -0.0490], [-0.3391, -0.5224, 0.0871], [0.1577, 0.1587, -0.0758], [0.1513, 0.0990, 0.0304], [-0.0969, 0.0492, 0.1166], [-0.0521, 0.0550, -0.1022], [0.3343, 0.1916, -0.3303], [-0.0443, -0.0134, -0.0622], [-0.0005, 0.0023, 0.0018], [-0.2146, 0.4245, -0.3657], [-0.0293, 0.0151, -0.0020], [0.3887, -0.1515, 0.2918], [0.0082, -0.1735, 0.2550], [0.0157, 0.0495, 0.1331], [0.0410, 0.0600, 0.1228], [0.0941, -0.0438, -0.0412], [-0.0332, -0.0733, -0.0379], [0.1888, 0.1578, 0.1138], [0.1171, 0.0791, 0.1010], [0.0602, 0.3491, -0.2885], [-0.0985, 0.0096, -0.0362], [0.0133, 0.0794, 0.1998], [0.2009, 0.0858, 0.1520], [0.1525, -0.1475, 0.0376], [0.0429, 0.0167, 0.0268], [-0.1140, -0.1315, 0.0883], [-0.1664, 0.2181, -0.1191], [0.1098, -0.0165, -0.1059], [0.0891, -0.1087, 0.0915], [0.0099, -0.0349, -0.0435], [-0.0758, -0.0007, -0.0506], [-0.1760, -0.1883, -0.0780], [0.0139, -0.0936, -0.0770], [-0.2678, 0.0283, 0.0606], [0.0199, -0.0767, -0.0989], [-0.0715, 0.0648, 0.0422], [0.0377, 0.1949, 0.1119], [0.0998, -0.1269, 0.0106], [-0.0446, 0.0837, -0.0278], [-0.0024, -0.0252, 0.0534], [0.0382, -0.0074, 0.0360], [-0.1144, -0.0704, 0.0107], [-0.1382, -0.0353, 0.1944], [0.1796, -0.3259, 0.3068], [0.3083, 0.0440, 0.1350], [-0.1204, 0.0072, 0.1552], [0.0789, -0.5144, 0.2016], [0.1351, 0.1280, 0.0893], [-0.0671, -0.0869, -0.0031], [0.0078, -0.0139, 0.0025], [-0.0364, 0.0592, 0.0621], [0.0644, 0.0553, 0.4165], [0.0814, -0.0631, -0.0993], [0.3146, -0.0579, -0.2122], [-0.1739, -0.0115, -0.2177], [-0.0884, 0.0089, -0.0131], [-0.1035, -0.0384, -0.0673], [0.0042, -0.0012, -0.0026], [0.1912, 0.0198, -0.0834], [0.1195, 0.0066, -0.0163], [-0.4315, 0.0649, -0.3163], [-0.0349, -0.0458, -0.0494], [-0.0548, 0.0384, 0.0581], [-0.0362, 0.0163, -0.0824], [-0.0410, -0.0095, 0.0477], [-0.0421, 0.0230, -0.0985], [0.0914, -0.0195, -0.0087], [-0.1059, 0.0330, -0.2630], [-0.0665, 0.0462, -0.0390], [-0.4743, -0.1407, 0.0233], [0.0970, 0.0017, -0.1612], [0.0046, -0.0573, -0.0678], [-0.0582, 0.0608, -0.1191], [0.0365, 0.1484, 0.1252], [-0.0930, 0.0018, -0.0587], [0.0365, 0.0168, -0.0624], [0.0398, 0.0455, 0.1630], [-0.1620, 0.0121, 0.0829], [-0.0253, 0.0246, 0.0049], [-0.0332, 0.0754, 0.0325], [0.0060, -0.0105, 0.0062], [-0.0566, -0.1082, -0.0383]], "lowdin_charge": [-0.111, 0.081, -0.095, -0.040, 0.082, 0.125, -0.023, -0.133, -0.305, 0.103, 0.034, 0.134, -0.108, -0.494, 0.082, -0.494, -0.493, -0.174, -0.346, 0.075, 0.054, 0.110, 0.086, -0.140, -0.021, -0.137, 0.075, -0.017, -0.057, -0.671, 0.101, 0.116, 0.133, 0.057, -0.475, -0.483, 0.086, 1.035, 0.052, 0.098, 0.065, 0.067, -0.191, -0.023, 0.858, 0.074, 0.058, 0.055, -0.206, -0.006, -0.161, -0.301, 0.137, -0.015, 0.070, 0.081, 0.063, 0.027, 0.124, -0.117, 0.126, 0.084, 0.084, 0.082, 0.732, 0.097, -0.213, 0.070, 0.085, 0.086, 0.048, 0.085, 0.101, -0.046, 0.084, -0.696, 0.094, 0.086, 0.099, -0.264, 0.085, 0.112, -0.021, 0.066, 0.143, 0.085, 0.082, 0.067]}

No. 2
{"formula": "C30H46BrN3P2Zn", "method": "the ωB97M-V functional and the def2-TZVPD basis", "total_charge": 2, "de_lowest_kj_mol": 0.0, "largest_force_ev_per_a": 2.33, "energy_ev": -173349.3532, "orbital_gap_ev": 5.7, "homo_ev": -12.185, "elements": ["H", "C", "C", "H", "H", "H", "N", "H", "H", "H", "H", "H", "H", "C", "C", "C", "H", "H", "C", "H", "C", "H", "H", "H", "C", "Br", "H", "H", "H", "C", "Zn", "C", "H", "H", "H", "C", "H", "C", "H", "C", "N", "H", "C", "C", "C", "H", "H", "P", "H", "H", "H", "H", "C", "H", "C", "C", "C", "H", "C", "C", "C", "C", "H", "C", "C", "C", "H", "H", "H", "H", "N", "H", "H", "P", "C", "H", "H", "H", "H", "H", "H", "C", "C"], "xyz": [[-7.155805, 6.307959, -3.369756], [4.648229, -1.855145, 2.920699], [-0.565328, 1.812330, -0.155894], [-0.165323, 2.670232, 5.034924], [6.702955, 2.594087, 0.115589], [-1.941829, -1.244716, -1.091818], [0.039546, 0.052195, 2.932132], [-5.373542, 5.468176, -1.869672], [4.984320, -1.100000, 3.637038], [-0.366140, -3.359015, 2.582275], [1.233852, -3.760242, -0.746053], [3.988760, -2.562827, 3.425785], [1.351623, 0.658458, -2.724710], [0.294417, -2.551233, -2.363355], [-3.229897, -1.826072, 0.532015], [-1.554054, -0.436908, 4.637893], [0.943977, -3.068731, -3.071513], [6.261627, -1.861842, -1.901350], [-3.741697, 3.203163, -2.431761], [-3.559084, 3.655158, -1.441800], [5.210000, -2.180158, -1.900242], [3.414800, -0.254660, 2.014154], [5.170864, -3.163327, -1.409590], [6.743417, 1.257398, -1.084417], [3.897916, -1.212420, 1.752408], [2.252121, 2.185148, -0.220539], [-2.887968, 0.644473, 6.544954], [-3.093342, -0.916644, 1.138911], [-3.216967, 1.698272, -3.854483], [-1.385322, -4.802230, 1.313136], [0.325044, -0.406369, 1.048235], [-5.513845, 4.990176, -2.848749], [0.292482, -1.475962, -2.598097], [0.701022, -4.162117, 1.428801], [3.159447, -1.902415, 1.310418], [5.366692, 1.003561, 0.610184], [-1.017724, -1.760342, 3.040812], [-1.888244, 1.585774, -2.156916], [-2.264645, -1.138922, 5.063403], [-1.822638, 1.773691, -0.768103], [-2.167962, 1.267651, 6.197167], [-0.725386, -2.937977, -2.465434], [-6.526661, 5.475393, -3.696450], [-2.052127, -2.106802, -0.411271], [-6.006660, 3.964773, -5.365061], [-2.754833, 2.072954, -0.264197], [4.856894, -2.276130, -2.933128], [-0.384807, -2.379494, 0.324714], [-4.446657, 2.513870, -5.003369], [-0.934292, 0.825183, -3.925139], [-2.261113, -2.977312, -1.056678], [-1.474449, -5.055278, 0.245850], [-4.747620, 3.866920, -3.275034], [-3.430852, -2.675062, 1.201779], [-5.002279, 3.361749, -4.587259], [6.666756, 1.504891, -0.016013], [-0.312349, -3.736823, 1.544614], [-2.362249, -4.474549, 1.696686], [0.333459, 1.252031, 3.503086], [-3.026650, 2.109238, -2.859673], [-1.380316, 0.859456, 5.167791], [4.353963, -1.138205, -1.164367], [4.469800, 1.519623, 0.224679], [0.838803, -2.764088, -0.970518], [-0.843441, -0.798934, 3.521548], [-0.374386, 1.689863, 4.613981], [7.499740, 1.034950, 0.527578], [-0.582374, 1.983792, 0.929683], [4.333389, -0.174329, -1.696129], [-1.085348, -5.699127, 1.870042], [-6.756764, 4.975791, -4.912279], [1.667965, -2.076663, -0.764429], [1.123394, 1.849788, 3.039129], [5.122484, -0.818370, 0.471236], [0.583080, 1.767137, -0.997297], [-4.120778, -1.673073, -0.100420], [5.541882, -2.390337, 2.568602], [-6.214728, 3.609802, -6.379765], [3.317395, -1.489117, -1.038538], [-2.087877, 2.200470, 6.586107], [5.404824, 1.168080, 1.697574], [-0.776329, 1.073804, -2.864601], [0.485751, 1.136519, -2.259783]], "atomic_forces_ev_per_a": [[0.1709, -0.2787, -0.1770], [-0.2640, -0.1554, 0.3237], [-0.4786, 0.1735, -0.2470], [-0.0239, -0.2147, -0.0361], [0.2559, -0.2712, -0.1814], [0.1811, -0.2816, 0.1637], [0.5581, 0.0662, -0.3769], [0.0565, -0.3761, -0.4298], [-0.0580, -0.1398, -0.0532], [0.1100, -0.2633, -0.5985], [-0.2050, -0.0522, -0.3850], [0.1694, 0.0405, 0.2726], [-0.0484, 0.7923, -0.0599], [0.1113, 0.0145, -0.4794], [-0.0959, -0.1359, 0.0521], [0.2278, -0.3242, -0.5105], [-0.1578, 0.1553, -0.1047], [-0.3124, -0.1194, -0.0989], [0.6986, -0.9629, -0.4079], [0.0475, -0.2177, -0.6098], [-0.1856, 0.1443, -0.2334], [-0.2691, -0.3605, 0.2504], [-0.0297, 0.2981, -0.1084], [0.0082, 0.1163, 0.3037], [-0.3255, 0.4291, -0.2127], [-0.1633, -0.2567, 0.0113], [0.2472, 0.3720, 0.0189], [0.0569, -0.2730, -0.1989], [0.0927, 0.1985, 0.3619], [-0.0109, -0.2198, 0.0496], [0.1383, 1.2694, 0.5530], [0.1461, -0.7436, -0.3164], [-0.1173, -0.4522, -0.0537], [-0.3559, 0.1777, 0.0391], [0.0686, 0.0945, 0.1516], [-0.7446, -0.1203, 0.1495], [0.0708, 0.4446, 0.1892], [0.2276, 0.2942, 0.4918], [0.0899, 0.1713, 0.0323], [0.2546, -0.0555, -0.4072], [0.5307, -0.1970, -0.6873], [0.3595, 0.0309, -0.2033], [0.7092, -0.4330, 0.0167], [0.0207, -0.2726, -0.3646], [0.5134, -0.1135, 0.8089], [0.6913, -0.4607, 0.0768], [0.2030, -0.1514, 0.1002], [-0.3892, -0.0384, -0.3925], [-0.3330, 0.5048, 0.1707], [0.3917, -0.1497, 0.5968], [-0.0872, 0.2585, 0.3289], [-0.0398, -0.0677, 0.3760], [-0.9176, 0.1818, -0.9800], [0.0140, 0.3586, -0.2076], [-0.5214, 0.7228, 0.3550], [-0.1558, -0.0776, 0.2357], [0.1390, -0.0100, 0.4625], [0.3290, -0.1702, -0.2303], [-1.0325, -0.1953, 0.8597], [-1.4786, 1.1658, -0.2075], [-0.5558, 0.3703, 0.9338], [-0.0963, 0.3123, 0.0498], [0.7319, -0.0658, 0.1802], [0.1255, -0.0812, 0.5510], [-0.2831, 0.9695, 0.4061], [0.5118, -0.1499, -0.6388], [-0.1019, 0.2677, -0.3661], [0.6011, 0.5784, -0.4818], [-0.0889, -0.3226, -0.1220], [-0.2292, 0.1372, -0.2536], [-0.0112, 0.0706, 0.0194], [-0.1282, -0.3133, -0.2113], [-0.3587, -0.1876, 0.1311], [1.7523, -0.2795, -0.3599], [-0.5858, -2.0349, 0.9608], [0.3088, -0.0553, 0.3701], [-0.3848, 0.1097, 0.0857], [0.0418, 0.1413, 0.3898], [0.3319, 0.2043, -0.1654], [-0.0683, -0.3886, -0.0750], [-0.0435, 0.1249, -0.1781], [-0.0783, 0.6264, 0.4513], [-0.4791, 0.1023, 0.0805]], "lowdin_charge": [0.114, -0.170, -0.192, 0.130, 0.076, 0.073, -0.108, 0.113, 0.076, 0.068, 0.102, 0.063, 0.119, -0.109, -0.113, 0.019, 0.098, 0.069, 0.000, 0.120, -0.171, 0.048, 0.072, 0.072, -0.465, 0.906, 0.128, 0.069, 0.105, -0.112, 0.770, -0.007, 0.056, 0.098, 0.049, -0.470, 0.067, -0.238, 0.131, -0.043, 0.171, 0.071, -0.126, -0.373, -0.119, 0.130, 0.069, 0.910, 0.097, 0.142, 0.094, 0.088, -0.204, 0.066, -0.011, -0.151, -0.366, 0.072, -0.100, -0.045, -0.269, -0.434, -0.065, -0.380, -0.132, 0.028, 0.077, 0.089, 0.072, 0.095, 0.063, 0.020, 0.118, 0.961, -0.673, 0.097, 0.061, 0.115, 0.024, 0.132, 0.081, -0.004, -0.107]}